Record 1
Molecular formula: C5H26NO9
Method: DFT, ωB97M-V/def2-TZVPD

```
41
Properties=species:S:1:pos:R:3:forces:R:3
C 0.954 0.830 1.770 0.2142 1.0384 0.0464
C -0.400 0.896 1.081 -0.6738 -0.7616 1.1364
C -1.437 1.449 2.123 1.1827 -0.4104 -0.9385
C -2.719 1.975 1.514 -0.4905 0.7290 0.9287
O -2.908 3.361 1.839 -0.1916 0.0799 -0.4372
N -0.389 1.582 -0.192 -0.1384 0.1862 -0.3017
C -0.962 0.784 -1.295 1.1764 -0.6487 -0.2448
O -0.237 -0.366 -1.592 -0.5355 0.7005 0.4107
H 1.476 1.782 1.587 0.0872 -0.2201 -0.0181
H 0.882 0.768 2.857 -0.2321 -0.2161 -0.0154
H 1.575 0.023 1.426 0.0758 -0.1694 -0.3376
H -0.718 -0.130 0.918 0.0097 -0.2965 -0.3006
H -1.608 0.613 2.803 -0.1909 0.0539 0.1301
H -0.891 2.204 2.689 -0.5172 0.4022 0.0500
H -2.790 1.813 0.438 0.1478 -0.0390 0.0130
H -3.583 1.494 1.965 -0.0526 -0.3200 -0.0489
H -2.646 3.895 1.075 0.2298 0.0129 0.3512
H 0.555 1.829 -0.456 0.2469 -0.1350 0.0192
H -1.988 0.558 -0.991 -0.2516 -0.0637 -0.1628
H -0.943 1.412 -2.194 -0.4023 0.3448 0.1291
H -0.960 -1.136 -2.850 -0.0939 -0.8658 -0.1329
H -1.182 -2.676 -2.986 -0.0615 0.0494 0.1698
O -1.313 -1.859 -3.474 0.2038 0.5852 -0.0445
H 1.267 -3.066 2.964 -0.1348 -0.1099 -0.0765
H 1.411 -3.214 1.444 -0.2465 -0.1629 0.2331
O 1.720 -3.593 2.296 0.0052 0.3223 -0.2048
H -1.758 3.292 -0.474 -0.1265 0.3334 -0.1238
H -0.488 3.867 -0.586 0.1532 0.5680 0.1611
O -1.394 4.198 -0.503 -0.0820 -0.6021 -0.2647
H 2.952 -1.028 1.372 0.4304 0.2077 -0.1996
H 3.185 -2.349 1.994 0.3384 -0.2890 -0.2669
O 3.632 -1.712 1.407 -0.4184 0.0589 0.4172
H 0.047 -1.583 -0.543 -0.1085 -0.2556 -0.2295
H 0.588 -3.023 -0.819 -0.0863 0.1207 -0.1627
O 0.292 -2.453 -0.098 0.2383 -0.1125 0.4527
H 2.311 -1.146 -0.560 0.0668 -0.0242 -0.1121
H 1.394 -0.240 -1.417 0.1273 -0.4290 -0.1209
O 2.348 -0.518 -1.291 0.0883 0.1587 -0.0186
H 0.832 -2.492 -3.554 -0.1753 -0.0235 0.0341
H 1.914 -2.320 -2.511 0.0006 -0.0092 -0.1395
O 1.451 -3.010 -3.020 0.1875 0.2120 0.2200
```
Forces are in eV/Å.

energy relative to the best compared isomer or geometry (same formula, charge and spin)	0.000	eV
E_HOMO	-5.94	eV
Kohn-Sham gap	8.83	eV
spin multiplicity	1
LUMO energy	2.89	eV
charge	-1

Record 2
Molecular formula: C27H34N2O5
Method: DFT, ωB97M-V/def2-TZVPD

```
68
Properties=species:S:1:pos:R:3:forces:R:3
C 0.384 -0.551 4.117 0.6133 1.0481 -1.1048
O 0.832 0.204 2.926 -0.2253 -3.0214 0.6617
C 0.806 1.527 2.960 -0.3000 2.5329 -0.0335
C 2.063 2.278 2.962 -1.0267 0.0036 -0.5683
O 2.214 3.369 2.407 0.5144 -0.9262 0.8738
O 3.041 1.538 3.545 0.7450 0.4932 -0.2707
C 4.381 2.057 3.501 -0.4143 -0.0339 -0.1791
C -0.376 2.240 3.447 1.2084 -0.1222 0.2304
O -0.335 3.168 4.242 -0.9332 -0.1472 -0.7932
O -1.499 1.641 2.969 -0.5773 0.0664 0.0785
C -2.780 2.180 3.298 0.4631 -0.0997 0.0929
H 0.685 -1.573 3.900 -0.1224 -0.0411 0.1730
H 0.909 -0.165 5.003 -0.2718 -0.1271 -0.1717
H -0.705 -0.456 4.190 0.2098 -0.0744 0.1944
H 5.021 1.180 3.448 0.1594 0.0141 0.0360
H 4.531 2.692 2.614 -0.0920 -0.1152 0.4224
H 4.580 2.607 4.428 0.0237 0.0303 -0.3005
H -3.469 1.357 3.143 -0.2102 0.0061 -0.0296
H -2.825 2.516 4.336 0.0673 0.1036 -0.1401
H -3.008 2.994 2.606 -0.0930 0.0594 0.2045
C -7.123 -2.315 -0.319 0.1916 0.1363 0.3799
C -7.453 -1.379 -1.488 0.2408 0.0134 -0.4168
C -6.281 -0.390 -1.604 0.0108 0.6747 0.0406
N -5.237 -0.919 -0.750 -0.0765 -0.1124 -0.0557
C -3.980 -0.382 -0.659 0.5138 0.0370 0.1086
C -3.775 1.020 -0.759 -0.1095 -0.2421 0.0864
C -2.539 1.560 -0.465 0.5602 -0.2350 -0.1066
C -1.382 0.735 -0.340 -0.9696 -0.6755 -0.0445
C -0.080 1.287 -0.177 0.4141 0.7486 0.2579
C 1.086 0.833 -0.837 0.5904 -0.3989 -0.4845
C 1.037 0.027 -2.022 0.0021 0.1603 0.4654
C 2.188 -0.412 -2.639 0.2702 -0.0711 0.0618
C 3.453 -0.201 -2.034 -0.5839 0.2332 0.5631
N 4.576 -0.832 -2.519 0.0701 -0.3720 -0.2333
C 5.486 -1.566 -1.661 0.0123 0.5703 0.6482
C 6.516 -2.211 -2.600 -0.2880 -0.1957 0.3699
C 6.261 -1.638 -3.999 -0.1482 0.1680 -0.2281
C 5.009 -0.752 -3.900 -0.2964 0.4984 -0.2040
C 3.520 0.629 -0.878 0.0864 -0.3475 -0.5562
C 2.382 1.209 -0.367 -0.4070 -0.0870 0.1634
C -1.583 -0.675 -0.392 -0.0681 0.5318 -0.0594
C -2.852 -1.219 -0.443 -0.2281 0.3419 -0.1875
C -5.640 -2.088 0.010 0.5609 -0.4488 0.1125
H -7.720 -2.061 0.563 -0.0017 -0.1231 -0.1876
H -7.292 -3.364 -0.564 -0.1528 0.1390 0.0488
H -7.521 -1.946 -2.422 -0.1251 0.0789 0.1632
H -8.390 -0.840 -1.342 0.0312 -0.1586 -0.0522
H -5.918 -0.293 -2.640 -0.0908 -0.0762 0.2495
H -6.565 0.625 -1.284 -0.1270 -0.1884 -0.0275
H -4.629 1.653 -1.011 0.3540 -0.0869 0.2829
H -2.414 2.642 -0.402 -0.0522 -0.2397 -0.0830
H 0.028 2.154 0.476 -0.0383 0.0750 -0.1998
H 0.067 -0.244 -2.434 0.2111 0.1344 0.0171
H 2.144 -1.025 -3.543 -0.0864 0.2450 0.3176
H 5.947 -0.869 -0.943 0.1925 -0.2886 -0.0646
H 4.933 -2.310 -1.062 0.1574 0.2033 -0.2226
H 7.526 -2.007 -2.241 -0.0648 -0.1113 -0.1300
H 6.357 -3.293 -2.589 0.1892 0.1248 -0.0562
H 7.105 -1.031 -4.333 -0.0667 -0.1609 -0.0431
H 6.092 -2.428 -4.732 0.1731 0.0345 0.0536
H 4.199 -1.044 -4.584 0.2654 -0.1176 0.0375
H 5.258 0.296 -4.149 -0.0784 -0.2505 0.0086
H 4.498 0.824 -0.434 -0.3493 0.0602 -0.1298
H 2.453 1.945 0.434 -0.0504 -0.2686 -0.0031
H -0.716 -1.328 -0.381 -0.0971 0.0531 0.2588
H -2.992 -2.299 -0.412 0.1047 0.2954 0.0306
H -5.476 -1.926 1.091 -0.0602 0.0127 -0.3476
H -5.012 -2.952 -0.264 -0.3242 0.0370 0.0218
```
Forces are in eV/Å.

energy relative to the best compared isomer or geometry (same formula, charge and spin)	3.962	eV
E_HOMO	-5.38	eV
Kohn-Sham gap	3.77	eV
spin multiplicity	1
LUMO energy	-1.61	eV